Record 1
Entry from OMol25: a molecular structure, C16H10GaN3O4 (wB97M-V/def2-TZVPD).

CARTESIAN COORDINATES (ANGSTROEM)
Ga: 1.488 0.270 0.530
O: -3.521 0.467 -2.286
C: -4.053 -0.221 -3.114
O: -4.600 -0.825 -3.894
C: -2.211 0.304 -1.530
C: -1.413 -0.710 -1.861
C: -0.104 -0.620 -1.135
N: -0.316 -0.094 0.173
C: -1.048 1.031 0.312
C: -2.071 1.313 -0.540
C: -0.518 1.876 1.426
C: -1.235 2.843 2.092
C: -0.621 3.573 3.103
C: 0.701 3.319 3.428
C: 1.380 2.340 2.733
N: 0.787 1.632 1.759
C: 0.793 -1.843 -0.917
C: 0.793 -2.990 -1.672
C: 1.743 -3.970 -1.410
C: 2.681 -3.770 -0.411
C: 2.649 -2.591 0.304
N: 1.718 -1.657 0.066
H: -1.638 -1.464 -2.602
H: -2.683 2.200 -0.514
H: -2.271 3.013 1.834
H: -1.177 4.333 3.636
H: 1.209 3.870 4.205
H: 2.416 2.115 2.946
H: 0.067 -3.128 -2.461
H: 1.752 -4.884 -1.990
H: 3.434 -4.511 -0.186
H: 3.365 -2.385 1.087
O: 1.830 0.836 -1.185
O: 0.673 0.331 -1.929

## Properties
Total charge: +2
HOMO, eV: -15.10
Orbital gap, eV: 7.9
ΔE to the lowest compared entry with this formula, charge and spin, kcal per mole: 39.1
Spin multiplicity: 1

Mulliken population analysis, charges in e, atoms 1 to 4:
1. Ga 0.439
2. O -0.187
3. C 0.832
4. O -0.111



Record 2
Entry from OMol25: a molecular structure, C40H43MnN8OS3Se at a distorted geometry (wB97M-V/def2-TZVPD).

CARTESIAN COORDINATES (ANGSTROEM)
Mn: -0.415 1.317 -0.247
N: 0.850 4.375 1.066
C: -0.494 4.368 0.910
N: -1.138 3.331 0.450
C: -2.518 3.503 0.449
C: -2.928 4.687 0.919
S: -1.570 5.738 1.108
C: -3.346 2.382 0.079
C: -4.712 2.275 0.239
S: -5.263 0.656 -0.199
C: -3.646 0.205 -0.560
N: -2.720 1.172 -0.285
N: -3.217 -1.104 -0.689
H: 1.236 3.470 1.302
H: 1.219 5.157 1.622
H: -3.936 5.117 0.982
H: -5.365 3.047 0.624
H: -3.883 -1.814 -1.034
H: -2.217 -1.140 -0.925
O: 0.919 2.286 -1.527
S: 0.453 3.435 -2.467
C: 0.069 2.694 -3.991
C: 0.792 1.504 -4.335
C: 0.465 0.873 -5.518
C: -0.578 1.385 -6.327
C: -1.292 2.478 -5.963
C: -0.889 3.212 -4.833
C: 1.926 4.132 -2.979
C: 1.916 5.507 -3.341
C: 3.145 6.091 -3.711
C: 4.266 5.306 -3.892
C: 4.210 3.916 -3.692
C: 3.077 3.364 -3.163
H: 1.420 1.074 -3.549
H: 1.071 0.042 -5.847
H: -0.864 0.820 -7.172
H: -2.054 2.887 -6.596
H: -1.277 4.220 -4.597
H: 0.923 6.044 -3.370
H: 3.200 7.167 -3.844
H: 5.131 5.828 -4.253
H: 5.117 3.316 -3.866
H: 3.054 2.285 -2.936
C: -2.566 0.551 4.529
C: -1.564 1.470 4.582
C: -0.532 1.498 3.595
C: -0.583 0.616 2.522
C: -1.540 -0.400 2.523
C: -2.507 -0.476 3.526
N: 0.379 0.624 1.470
C: 1.748 0.570 1.757
C: 2.187 0.326 3.055
C: 3.507 0.046 3.345
C: 4.433 -0.121 2.321
C: 4.057 0.276 1.003
C: 2.742 0.580 0.672
H: -3.438 0.629 5.221
H: -1.470 2.106 5.425
H: 0.322 2.205 3.665
H: -1.538 -1.177 1.730
H: -3.251 -1.286 3.448
H: 1.397 0.314 3.825
H: 3.757 -0.214 4.368
H: 5.450 -0.466 2.525
H: 4.756 0.215 0.177
H: 2.409 0.936 -0.273
C: 0.063 -3.748 -2.315
C: 1.138 -2.626 -2.255
C: 2.325 -3.046 -1.459
C: 1.504 -2.144 -3.654
C: 0.561 -1.373 -1.550
N: -0.270 -0.627 -1.163
H: 0.476 -4.616 -2.821
H: -0.804 -3.450 -2.923
H: -0.285 -4.049 -1.333
H: 2.854 -3.868 -1.982
H: 2.007 -3.379 -0.471
H: 3.099 -2.244 -1.311
H: 1.966 -2.913 -4.303
H: 2.301 -1.400 -3.651
H: 0.685 -1.727 -4.216
C: -2.004 -5.530 1.705
N: -2.030 -5.788 3.135
C: -3.134 -5.875 3.911
C: -2.760 -6.067 5.196
N: -1.383 -6.021 5.241
C: -0.482 -6.149 6.381
C: -0.888 -5.876 3.976
Se: 0.842 -5.998 3.322
H: -1.285 -6.263 1.289
H: -1.643 -4.520 1.532
H: -2.993 -5.634 1.274
H: -4.139 -5.794 3.473
H: -3.347 -6.113 6.050
H: 0.502 -5.751 6.021
H: -0.226 -7.217 6.630
H: -0.939 -5.625 7.220

## Properties
Total charge: +1
HOMO (spin up / spin down), eV: -8.43 / -8.57
Expectation value of S²: 8.76
Orbital gap (spin up / spin down), eV: 6.0 / 6.1
ΔE to the lowest compared entry with this formula, charge and spin, kcal per mole: 26.8
Spin multiplicity: 6

Mulliken population analysis, charges in e, atoms 1 to 4:
1. Mn 0.345
2. N -0.286
3. C -0.187
4. N 0.999



Record 3
Entry from OMol25: a single C7H11N molecule at a distorted geometry (wB97M-V/def2-TZVPD).

CARTESIAN COORDINATES (ANGSTROEM)
C: 2.794 0.073 -0.258
C: 1.405 -0.178 0.401
C: 0.193 0.596 0.750
C: -0.691 1.444 0.144
C: -1.826 0.985 -0.184
C: -2.151 -0.503 -0.003
N: -1.056 -1.426 0.232
C: 0.147 -0.747 -0.269
H: 3.763 0.257 0.416
H: 2.842 -1.028 -0.923
H: 2.797 1.080 -0.978
H: 1.550 -0.543 1.477
H: -0.264 -0.080 1.784
H: -0.679 2.476 -0.282
H: -2.574 1.425 -0.713
H: -2.795 -0.172 0.842
H: -2.696 -0.836 -1.021
H: -1.066 -2.369 -0.042
H: 0.308 -0.456 -1.373

## Properties
Total charge: 0
SMILES: C[C@H]1[C@H]2C=CCN[C@H]12
HOMO, eV: -7.78
Orbital gap, eV: 8.8
ΔE to the lowest compared entry with this formula, charge and spin, kcal per mole: 183.6
Spin multiplicity: 1

Mulliken population analysis, charges in e, atoms 1 to 4:
1. C -0.974
2. C 0.191
3. C -0.029
4. C -0.638



Record 4
Entry from OMol25: 2 unconnected molecules or ions with the total composition CH3NO3S at a distorted geometry (wB97M-V/def2-TZVPD).

CARTESIAN COORDINATES (ANGSTROEM)
C: -1.187 0.770 0.510
N: -1.307 -0.253 -0.274
O: 1.709 0.461 -0.135
O: 2.942 -1.655 -0.164
O: -1.293 -0.263 -1.555
S: 2.946 -0.224 -0.393
H: -1.221 1.715 0.101
H: -1.371 0.577 1.619
H: -1.220 -1.129 0.291

## Properties
Total charge: 0
HOMO, eV: -8.91
Orbital gap, eV: 7.6
ΔE to the lowest compared entry with this formula, charge and spin, kcal per mole: 72.3
Spin multiplicity: 1

Mulliken population analysis, charges in e, atoms 1 to 4:
1. C -0.428
2. N 0.189
3. O -0.283
4. O -0.371



| no. | energy (a.u.) |
| --- | --- |
| 1 | -3005.0178 |
| 2 | -6810.1365 |
| 3 | -327.7953 |
| 4 | -718.4559 |